[1]
C4H2N2O | ωB97M-V with the def2-TZVPD basis set

Structure (XYZ):
```
9
Properties=species:S:1:pos:R:3:nbo_charge:R:1
N -0.445 -2.604 2.110 -0.208
C -0.589 -1.545 1.660 0.171
C -0.537 -0.349 1.050 0.040
C -0.253 0.887 0.655 0.138
N -0.114 0.159 -0.465 -0.435
C 0.514 0.427 -1.637 0.504
O 1.009 -0.338 -2.425 -0.550
H -0.091 1.851 0.905 0.222
H 0.506 1.513 -1.853 0.118
```

## Properties
Highest occupied orbital energy (Ha): -0.33130
Energy relative to the best compared isomer or geometry (same formula, charge and spin) (eV): 4.1339
SMILES string: N#CC1=CN1C=O
Maximum force (eV Å⁻¹): 4.34
Frontier orbital gap (eV): 8.2123
DFT total energy (a.u.): -338.18951

[2]
C43H27Br3N8O4Ti | ωB97M-V with the def2-TZVPD basis set

Structure (XYZ):
```
86
Properties=species:S:1:pos:R:3:lowdin_spin:R:1
Ti 0.276 -0.381 0.910 0.904
O -0.397 -0.560 5.103 0.004
C -0.073 -0.209 3.962 0.003
N 0.470 -0.933 2.975 0.000
C 1.107 -2.149 3.252 0.001
C 1.263 -2.741 4.507 0.000
C 2.020 -3.901 4.652 0.000
C 2.626 -4.481 3.554 0.000
C 2.470 -3.919 2.290 0.000
C 1.696 -2.772 2.118 0.001
N 1.352 -2.176 0.894 -0.002
C 1.762 -2.674 -0.281 0.001
O 2.609 -3.540 -0.509 -0.001
C 0.881 -2.164 -1.405 0.007
C 0.857 -2.779 -2.639 0.000
C -0.149 -2.445 -3.539 0.006
C -1.112 -1.537 -3.142 0.000
C -1.007 -0.965 -1.875 0.007
N -0.013 -1.246 -1.040 0.006
C -0.175 1.272 3.644 0.000
C -0.269 2.155 4.714 0.000
C -0.214 3.513 4.467 0.000
C -0.082 3.940 3.157 0.001
C -0.034 2.989 2.151 0.000
N -0.088 1.676 2.375 0.002
H 0.784 -2.289 5.359 0.000
H 2.131 -4.342 5.636 0.000
H 3.226 -5.378 3.666 0.000
H 2.939 -4.368 1.431 0.000
H 1.621 -3.515 -2.845 0.000
H -0.190 -2.900 -4.520 0.000
H -1.941 -1.265 -3.780 0.000
H -1.746 -0.264 -1.517 0.000
H -0.365 1.738 5.706 0.000
H -0.263 4.227 5.281 0.000
H -0.018 4.989 2.899 0.000
H 0.028 3.311 1.122 0.000
Br 0.981 1.446 -7.757 0.011
C 1.423 2.663 -6.349 0.063
C 2.306 2.279 -5.352 0.000
C 2.627 3.149 -4.324 0.053
C 2.068 4.458 -4.261 0.045
C 1.181 4.808 -5.315 0.038
C 0.859 3.935 -6.332 0.003
N 2.356 5.428 -3.353 0.217
N 2.979 5.158 -2.208 0.358
C 2.686 3.991 -1.500 0.008
C 3.680 3.440 -0.707 0.071
C 3.515 2.283 0.075 -0.012
C 2.308 1.605 0.090 0.056
O 2.036 0.538 0.794 0.054
C 1.240 2.183 -0.666 0.009
N 0.043 1.555 -0.490 0.013
C -1.035 2.113 -0.987 -0.011
C -1.003 3.316 -1.707 0.017
C 0.200 3.934 -1.932 -0.006
C 1.388 3.377 -1.418 0.022
H 2.746 1.289 -5.371 -0.001
H 3.322 2.822 -3.565 0.006
H 0.757 5.805 -5.298 0.003
H 0.172 4.235 -7.114 -0.001
H 4.643 3.938 -0.720 0.005
H 4.337 1.902 0.669 -0.003
H -1.979 1.625 -0.772 -0.001
H -1.929 3.741 -2.071 0.001
H 0.255 4.869 -2.473 0.001
C -0.675 -4.929 0.973 0.001
C -1.975 -4.174 0.980 0.004
C -3.210 -4.861 0.968 -0.001
C -4.379 -4.160 1.013 0.003
C -4.346 -2.751 1.076 0.000
C -5.487 -1.912 1.150 0.013
Br -7.241 -2.665 1.144 0.002
C -5.355 -0.557 1.235 -0.001
C -4.089 0.039 1.232 0.011
Br -3.980 1.923 1.418 0.002
C -2.898 -0.698 1.129 0.001
O -1.744 -0.174 1.099 0.004
C -3.065 -2.149 1.073 0.001
N -1.921 -2.864 1.023 -0.002
H -0.825 -5.974 0.699 0.000
H -0.210 -4.887 1.960 0.000
H 0.030 -4.473 0.279 0.000
H -3.211 -5.943 0.922 0.000
H -5.334 -4.669 1.006 0.000
H -6.230 0.075 1.307 0.000
```

## Properties
Highest occupied orbital energy (alpha / beta) (Ha): -0.02626 / -0.05982
Energy relative to the best compared isomer or geometry (same formula, charge and spin) (eV): 0.0000
Charge: -2
Multiplicity: 3
Maximum force (eV Å⁻¹): 1.62
Frontier orbital gap (alpha / beta) (eV): 4.1976 / 5.1105
DFT total energy (a.u.): -10965.63731

[3]
C4H5NO | ωB97M-V with the def2-TZVPD basis set

Structure (XYZ):
```
11
Properties=species:S:1:pos:R:3:nbo_charge:R:1
C 1.158 -0.283 -0.004 -0.247
C -0.153 -0.652 -0.069 -0.242
C 1.160 1.169 -0.015 -0.016
C -1.176 0.325 -0.317 0.208
N 0.091 1.803 -0.080 -0.396
O -2.443 0.393 0.167 -0.648
H 1.855 -1.069 -0.031 0.226
H -0.334 -1.653 0.026 0.208
H 2.153 1.691 0.031 0.185
H -1.010 0.781 -1.320 0.234
H -2.474 -0.042 1.094 0.488
```

## Properties
Highest occupied orbital energy (Ha): -0.31589
Energy relative to the best compared isomer or geometry (same formula, charge and spin) (eV): 3.3233
Maximum force (eV Å⁻¹): 4.32
Frontier orbital gap (eV): 8.8451
DFT total energy (a.u.): -285.29246

Repeat the first record exactly.
C4H2N2O | ωB97M-V with the def2-TZVPD basis set

Structure (XYZ):
```
9
Properties=species:S:1:pos:R:3:nbo_charge:R:1
N -0.445 -2.604 2.110 -0.208
C -0.589 -1.545 1.660 0.171
C -0.537 -0.349 1.050 0.040
C -0.253 0.887 0.655 0.138
N -0.114 0.159 -0.465 -0.435
C 0.514 0.427 -1.637 0.504
O 1.009 -0.338 -2.425 -0.550
H -0.091 1.851 0.905 0.222
H 0.506 1.513 -1.853 0.118
```

## Properties
Highest occupied orbital energy (Ha): -0.33130
Energy relative to the best compared isomer or geometry (same formula, charge and spin) (eV): 4.1339
SMILES string: N#CC1=CN1C=O
Maximum force (eV Å⁻¹): 4.34
Frontier orbital gap (eV): 8.2123
DFT total energy (a.u.): -338.18951